Here is 2 unconnected molecules or ions with the total composition C11H17BrN at a distorted geometry from the Open Molecules 2025 dataset. Energies are from the ωB97M-V functional and the def2-TZVPD basis.

Atoms and positions in Å:
C -0.77 -0.57 -3.89
C 0.30 0.37 -3.71
C -1.86 -0.42 -3.02
C 0.29 1.30 -2.74
C -1.89 0.53 -2.05
C -0.74 1.35 -1.77
C -1.45 0.05 2.36
C 0.27 -1.51 0.48
C 2.10 -0.10 1.20
C 0.06 -0.11 2.40
C -0.65 2.15 -0.65
N 0.67 -0.30 1.16
Br 0.72 3.28 -0.25
H -0.91 -1.17 -4.79
H 1.00 0.50 -4.63
H -2.74 -1.01 -3.12
H 1.04 2.07 -2.65
H -2.84 0.50 -1.40
H -1.78 0.57 3.26
H -1.70 0.80 1.50
H -1.94 -0.88 2.12
H -0.81 -1.47 0.15
H 1.02 -1.74 -0.30
H 0.36 -2.24 1.25
H 2.61 -0.70 0.42
H 2.30 0.95 0.94
H 2.46 -0.39 2.24
H 0.42 -0.92 3.07
H 0.38 0.81 2.70
H -1.60 2.39 -0.21

ΔE to the lowest compared entry with this formula, charge and spin: 200.6 kJ/mol
Highest occupied orbital energy: -0.41854 Eh
Kohn-Sham gap: 4.98 eV
Multiplicity: 1
Net charge: +1
E_LUMO: -0.2355 Eh


Here is a molecular structure, C11H17Cl2HfNO2 at a distorted geometry from the Open Molecules 2025 dataset. Energies are from the ωB97M-V functional and the def2-TZVPD basis.

Atoms and positions in Å:
C 0.27 -1.17 -1.20
C 1.13 -0.06 -1.40
C 0.34 1.12 -1.36
C 2.59 -0.09 -1.62
C -1.01 0.74 -1.15
C -1.06 -0.68 -1.07
C -2.25 -1.52 -0.83
C 0.66 -2.59 -1.16
C 0.86 2.49 -1.51
C -2.17 1.65 -1.08
Hf 0.43 -0.06 3.00
Cl 2.12 0.91 1.98
Cl 1.48 -1.70 4.38
O -1.07 1.18 2.85
H 2.95 -1.12 -1.68
H 3.13 0.42 -0.81
H 2.86 0.42 -2.56
H 1.64 2.71 -0.78
H 0.06 3.22 -1.39
H 1.30 2.64 -2.51
H -1.92 2.55 -0.51
H -3.01 1.16 -0.58
H -2.50 1.97 -2.08
H -3.15 -0.90 -0.84
H -2.16 -2.00 0.16
H -2.34 -2.30 -1.60
H 1.73 -2.70 -0.94
H 0.46 -3.09 -2.13
H 0.09 -3.10 -0.37
H -1.44 1.89 3.41
O -0.35 -1.64 1.75
H -0.17 -2.51 2.14
N 0.22 1.32 6.29
C 0.30 0.87 5.21

ΔE to the lowest compared entry with this formula, charge and spin: 0.0 kJ/mol
Highest occupied orbital energy: 0.02197 Eh
Kohn-Sham gap: 4.90 eV
Multiplicity: 1
Net charge: -2
E_LUMO: 0.2020 Eh


Here is a molecular structure, C11H17Cl2NO3Pt at a distorted geometry from the Open Molecules 2025 dataset. Energies are from the ωB97M-V functional and the def2-TZVPD basis.

Atoms and positions in Å:
C 0.30 -1.15 -0.86
C 1.14 0.00 -1.04
C 0.32 1.15 -1.12
C 2.61 0.00 -1.25
C -1.03 0.74 -0.97
C -1.05 -0.69 -0.82
C -2.27 -1.54 -0.77
C 0.74 -2.57 -0.85
C 0.78 2.53 -1.36
C -2.20 1.63 -1.10
Pt 0.00 0.00 1.09
Cl 4.92 1.47 1.94
Cl 2.16 -0.76 1.78
O -1.75 0.60 1.92
H 3.06 -0.94 -0.93
H 3.09 0.80 -0.70
H 2.82 0.13 -2.31
H 1.74 2.72 -0.89
H 0.08 3.26 -0.98
H 0.89 2.70 -2.43
H -2.05 2.57 -0.57
H -3.10 1.18 -0.71
H -2.36 1.86 -2.16
H -3.08 -1.04 -0.24
H -2.08 -2.48 -0.27
H -2.61 -1.76 -1.78
H 1.70 -2.68 -0.35
H 0.85 -2.94 -1.87
H 0.03 -3.20 -0.33
H -1.70 1.48 2.31
O -0.52 -1.56 2.08
H -1.45 -1.50 2.36
O 0.00 0.00 5.68
C 0.00 0.00 4.41
N 0.00 0.00 3.09

Highest occupied orbital energy (alpha / beta): -0.01311 / -0.02851 Eh
Kohn-Sham gap (alpha / beta): 5.07 / 5.35 eV
Multiplicity: 5
Net charge: -2
E_LUMO (alpha / beta): 0.1733 / 0.1681 Eh


Here is 2 unconnected molecules or ions with the total composition C11H17N at a distorted geometry from the Open Molecules 2025 dataset. Energies are from the ωB97M-V functional and the def2-TZVPD basis.

Atoms and positions in Å:
C 0.82 -2.75 -0.78
C 0.62 -1.67 -0.06
C 1.61 -0.61 0.28
C 0.99 0.73 0.83
C 2.98 -0.70 0.10
C 4.08 0.29 0.47
H 0.14 -3.55 -1.02
H 1.78 -2.70 -1.31
H -0.31 -1.36 0.35
H 0.38 0.63 1.78
H 0.05 0.93 0.15
H 1.71 1.53 0.66
H 3.29 -1.64 -0.34
H 3.79 1.23 0.30
H 4.99 0.04 -0.04
H 4.23 0.15 1.51
C -0.53 -0.28 -3.08
C -1.48 -0.02 -2.23
N -2.45 0.31 -1.54
C -2.69 0.62 -0.21
C -3.09 -0.26 0.75
C -3.75 0.29 1.98
H -0.30 -1.34 -3.24
H 0.05 0.52 -3.60
H -2.84 1.66 -0.13
H -2.96 -1.32 0.62
H -3.09 1.17 2.22
H -3.62 -0.42 2.79
H -4.90 0.37 1.74

ΔE to the lowest compared entry with this formula, charge and spin: 350.2 kJ/mol
Highest occupied orbital energy: -0.29677 Eh
SMILES: C=C/C(C)=C/C.C=C=N/C=C/C
Kohn-Sham gap: 9.01 eV
Multiplicity: 1
E_LUMO: 0.0342 Eh


Here is 2 unconnected molecules or ions with the total composition C11H17N2 at a distorted geometry from the Open Molecules 2025 dataset. Energies are from the ωB97M-V functional and the def2-TZVPD basis.

Atoms and positions in Å:
C 0.44 -1.78 -3.32
C -1.51 -1.60 -1.63
C -0.22 -1.53 -2.03
C -0.34 -1.31 0.29
C 0.57 -1.16 -0.81
C 0.03 -1.00 1.61
C 1.83 -0.73 -0.47
C 1.34 -0.74 1.91
C 2.24 -0.57 0.85
N -1.60 -1.42 -0.23
H -2.47 -1.63 -2.13
H -2.28 -2.09 0.11
H 1.48 -1.36 -3.36
H 0.11 -1.24 -4.21
H -0.85 -0.91 2.25
H 2.62 -0.59 -1.21
H 1.92 -0.81 2.83
H 3.29 -0.33 0.97
H 0.81 -2.81 -3.41
C -1.32 2.99 1.05
C -0.87 4.42 1.38
N -0.13 2.08 1.13
H -2.01 2.74 1.85
H -1.88 2.91 0.12
H -0.30 4.89 0.56
H -0.11 4.47 2.15
H -0.28 1.08 0.94
H 0.68 2.36 0.57
H 0.15 2.23 2.10
H -1.74 5.03 1.55

ΔE to the lowest compared entry with this formula, charge and spin: 139.0 kJ/mol
Highest occupied orbital energy: -0.41997 Eh
Kohn-Sham gap: 8.42 eV
Multiplicity: 1
Net charge: +1
E_LUMO: -0.1105 Eh


Here is a molecular structure, C11H17N2O2 at a distorted geometry from the Open Molecules 2025 dataset. Energies are from the ωB97M-V functional and the def2-TZVPD basis.

Atoms and positions in Å:
C -1.54 2.71 1.72
C -2.54 1.77 1.40
C -0.44 1.92 1.98
C 1.08 -0.38 3.10
C -0.94 -1.75 2.16
C 1.87 -0.59 -1.89
C -0.74 -0.90 -1.21
C 0.45 1.30 -1.06
C 1.15 -0.63 0.44
C -0.06 -0.46 2.09
C 0.67 -0.21 -0.99
N -2.13 0.56 1.55
N -0.82 0.69 1.89
O 1.53 0.73 3.39
O 1.48 -1.45 3.56
H -1.47 3.74 1.39
H -3.61 1.89 1.23
H 0.43 2.35 2.38
H -1.83 -1.44 2.59
H -0.35 -2.40 2.73
H -1.16 -2.15 1.10
H 2.76 -0.18 -1.36
H 1.73 -0.25 -2.97
H 1.93 -1.64 -2.00
H -1.54 -0.40 -0.64
H -0.90 -2.00 -0.86
H -1.01 -0.95 -2.27
H -0.18 1.59 -1.90
H 1.36 1.85 -0.93
H -0.11 1.57 -0.17
H 1.78 0.11 0.84
H 1.47 -1.63 0.48

Highest occupied orbital energy: -0.16458 Eh
Kohn-Sham gap: 7.76 eV
Multiplicity: 1
Net charge: -1
E_LUMO: 0.1204 Eh


For reference, DFT total energy by record: -83205.4638 -43625.0331 -47600.3074 -13167.9215 -14655.7185 -18756.8949 eV.
For reference, M by record: 243.168 444.658 477.245 163.264 177.271 209.269 g/mol.